Formula: C8H12F12N2O12S4Tl
Source: the Open Molecules 2025 dataset
Level of theory: ωB97M-V with the def2-TZVPD basis set

XYZ file:
```
51
Properties=species:S:1:pos:R:3:forces:R:3:lowdin_charge:R:1
Tl 0.119 -0.163 -0.337 0.09 0.63 0.17 1.3443
C -3.040 3.288 0.206 0.74 -0.39 -0.09 -0.6506
F -3.538 4.255 0.922 -0.47 -0.34 0.11 0.2125
F -3.904 2.353 -0.147 -0.38 0.34 0.23 0.1593
F -2.508 3.812 -0.892 0.08 -0.04 0.07 0.1537
S -1.601 2.495 1.229 1.65 1.40 0.05 0.6784
O -0.424 2.557 0.380 -0.24 -0.88 -0.50 -0.3447
O -1.537 3.269 2.441 -0.45 -1.36 -0.96 -0.2173
N -1.958 0.813 1.321 0.07 2.27 -1.10 -0.2633
S -2.871 0.714 2.625 -1.57 -1.44 4.20 0.6046
O -2.095 0.610 3.844 -0.42 -0.26 -1.33 -0.2118
O -3.985 1.648 2.693 1.21 -0.56 -1.17 -0.1974
C -3.656 -0.970 2.336 1.37 0.66 0.44 -0.7113
F -4.490 -0.872 1.334 -0.70 -0.20 -0.33 0.1809
F -2.708 -1.856 2.051 0.53 -0.18 -0.58 0.1423
F -4.202 -1.360 3.453 -0.91 0.13 0.32 0.2000
C 0.964 -1.419 4.429 0.51 -0.82 -0.83 -0.6832
F 0.647 -0.596 5.378 -0.05 0.45 0.17 0.2235
F 1.882 -2.277 4.814 0.33 0.33 0.28 0.1773
F -0.073 -2.112 4.018 -0.63 0.24 -0.38 0.1793
S 1.644 -0.325 2.971 -0.12 2.39 0.81 0.6810
O 0.575 0.597 2.657 -0.01 -1.08 -0.76 -0.3366
O 2.836 0.315 3.457 -0.47 -1.15 -0.66 -0.2015
N 1.907 -1.255 1.524 -0.23 2.39 1.21 -0.2573
S 2.791 -2.523 1.936 1.02 -3.73 0.30 0.5882
O 3.814 -2.222 2.896 -0.56 0.55 -0.46 -0.1983
O 1.927 -3.644 2.225 0.42 0.80 -0.72 -0.2188
C 3.832 -2.972 0.436 -0.49 -0.40 -0.06 -0.6901
F 3.090 -3.481 -0.538 -0.43 0.24 -0.24 0.1499
F 4.521 -1.940 -0.012 0.05 0.38 0.02 0.1631
F 4.656 -3.916 0.832 0.24 -0.04 0.38 0.1862
C -1.763 1.925 -3.034 0.17 -0.93 -0.53 -0.1982
C -0.401 2.561 -2.935 -0.55 1.51 0.77 -0.2210
O 0.658 1.669 -2.644 -0.34 -1.02 0.04 -0.0966
O -1.992 1.056 -1.913 0.25 -0.13 0.17 -0.1368
H -1.852 1.367 -3.972 0.04 -0.20 0.14 0.1313
H -2.545 2.685 -3.045 0.27 0.24 -0.01 0.1282
H -0.472 3.289 -2.119 0.23 0.03 -0.08 0.1084
H -0.256 3.128 -3.857 0.25 -0.17 -0.08 0.1423
H 1.507 2.050 -2.882 -0.06 0.26 0.06 0.1067
H -2.878 0.691 -2.018 0.06 -0.11 0.19 0.1100
C 2.422 -0.943 -3.205 -0.02 0.04 -0.59 -0.2091
C 1.271 -1.855 -3.603 0.32 0.29 0.23 -0.1963
O 0.041 -1.408 -3.035 0.00 0.29 0.56 -0.1184
O 2.578 -0.796 -1.784 -0.47 -0.07 -0.33 -0.1288
H 2.337 0.041 -3.667 -0.37 0.02 0.04 0.1116
H 3.319 -1.377 -3.656 0.08 -0.20 0.27 0.1395
H 1.492 -2.880 -3.300 -0.06 -0.02 0.03 0.1314
H 1.186 -1.802 -4.691 0.17 -0.12 -0.03 0.1377
H -0.681 -1.897 -3.444 -0.04 -0.03 0.13 0.1084
H 3.416 -0.327 -1.680 -0.09 -0.02 0.43 0.1073
```
Positions in Å, forces in eV/Å.

energy = -116667.8281 eV
frontier orbital gap = 3.494 eV
energy above the lowest of the compared OMol25 structures with the same formula, charge and spin = 128.4 kJ/mol
HOMO energy = -13.277 eV
LUMO = -9.783 eV
charge = +1



Formula: C5H9NO
Source: the Open Molecules 2025 dataset
Level of theory: ωB97M-V with the def2-TZVPD basis set

XYZ file:
```
16
Properties=species:S:1:pos:R:3:forces:R:3:lowdin_charge:R:1
C 1.508 0.811 -1.068 0.42 1.92 0.35 -0.0016
C 0.421 -0.474 1.409 0.02 -0.11 -0.11 -0.0350
C 0.106 1.592 0.047 1.48 -1.57 -3.84 -0.2140
C -0.113 0.199 0.169 -3.63 -0.44 1.77 -0.3709
N -1.896 -1.473 -0.202 0.02 -1.30 -0.16 -0.0125
C -1.110 -0.383 -0.625 0.91 1.56 0.99 -0.1987
O -0.213 2.704 -0.155 0.47 -0.47 1.12 0.1803
H -2.720 -1.250 0.348 0.39 0.14 0.01 0.0723
H -1.398 -2.254 0.201 -0.12 0.07 -0.08 0.0624
H -1.501 0.175 -1.469 0.07 0.05 0.07 0.0980
H 2.270 1.534 -0.770 0.30 0.03 -0.47 0.0465
H 1.900 -0.198 -0.987 -0.31 -0.04 0.36 0.0527
H 1.093 0.982 -2.058 0.00 0.14 0.04 0.0563
H -0.368 -0.557 2.160 0.01 0.01 -0.05 0.0899
H 1.259 0.071 1.847 -0.02 -0.03 -0.07 0.0873
H 0.763 -1.478 1.155 0.00 0.04 0.10 0.0871
```
Positions in Å, forces in eV/Å.

energy = -8863.9466 eV
frontier orbital gap (spin up / spin down) = 6.860 / 6.860 eV
energy above the lowest of the compared OMol25 structures with the same formula, charge and spin = 508.1 kJ/mol
HOMO energy (spin up / spin down) = -6.740 / -6.740 eV
LUMO (spin up / spin down) = 0.120 / 0.120 eV
charge = 0



> Among the records above, which one has the lowest charge?

C5H9NO



> What is the energy in the second record?

-8863.9466 eV